Entry 1:
15
Properties=species:S:1:pos:R:3:forces:R:3:nbo_charge:R:1 method="wB97M-V/def2-TZVPD" spin_multiplicity=1 homo_lumo_gap_ev=11.22 smiles="COC(=O)[C@@H](C)O" relative_energy_kcal_mol=43.97 total_energy_ha=-382.89475
C -2.2057 -1.1286 0.4390 0.27 -1.66 -1.70 -0.28
O -0.9622 -0.5966 0.7942 0.48 0.73 -0.61 -0.49
C -0.4188 0.0055 -0.2795 -0.29 1.15 0.91 0.76
O -0.9832 0.2384 -1.3301 0.54 -0.84 0.59 -0.60
C 0.8172 0.6847 0.2101 0.28 0.12 0.22 0.00
C 2.1410 0.0554 -0.1509 0.11 -0.02 -0.11 -0.62
O 0.6930 2.0112 -0.2450 0.21 0.36 -0.23 -0.70
H -2.8475 -0.3405 0.0168 0.16 -0.40 -0.01 0.20
H -2.6534 -1.4697 1.4015 0.33 -0.65 -1.23 0.21
H -1.7622 -1.8214 -0.4752 -2.82 0.60 2.37 0.20
H 0.6908 0.6487 1.2968 0.31 0.35 -0.09 0.19
H 2.2108 -0.9694 0.2317 -0.01 0.16 -0.07 0.21
H 2.9148 0.6627 0.3236 0.07 -0.14 -0.17 0.23
H 2.2819 0.0579 -1.2335 0.07 -0.03 0.07 0.22
H 0.0836 1.9618 -0.9994 0.28 0.27 0.05 0.49

Entry 2:
15
Properties=species:S:1:pos:R:3:forces:R:3:nbo_charge:R:1 method="wB97M-V/def2-TZVPD" spin_multiplicity=1 homo_lumo_gap_ev=10.68 smiles="O=CCCC=O.O" relative_energy_kcal_mol=41.61 total_energy_ha=-382.89851
O 1.1352 -2.6263 -1.9554 -0.19 -0.23 0.05 -0.51
C 0.3086 -2.0446 -1.3057 -0.04 0.47 -0.14 0.45
C 0.4266 -0.5743 -0.9880 0.60 0.31 0.19 -0.51
C 0.4468 -0.3860 0.5424 -0.18 0.06 -0.91 -0.51
C 0.4682 1.0699 0.9234 0.54 -0.04 0.17 0.46
O 0.1881 1.5058 2.0027 -0.16 -0.02 0.18 -0.51
H -0.5580 -2.5638 -0.8523 0.00 -0.13 -0.10 0.11
H -0.3378 0.0685 -1.4291 -0.40 -0.40 -0.05 0.23
H 1.3682 -0.2519 -1.4382 0.03 0.03 0.10 0.22
H -0.4219 -0.8851 0.9651 0.09 0.00 0.42 0.23
H 1.3787 -0.8203 0.9060 -0.09 -0.14 0.35 0.24
H 0.8910 1.7400 0.1481 -0.14 0.10 -0.15 0.09
H -1.8618 2.8412 0.0501 0.00 0.21 0.13 0.47
H -2.5597 2.5654 1.3980 0.17 0.07 -0.01 0.48
O -2.3720 2.1886 0.5338 -0.22 -0.29 -0.24 -0.95

Entry 3:
15
Properties=species:S:1:pos:R:3:forces:R:3:nbo_charge:R:1 method="wB97M-V/def2-TZVPD" spin_multiplicity=1 homo_lumo_gap_ev=11.33 smiles="COC(=O)CCO" relative_energy_kcal_mol=24.35 total_energy_ha=-382.92601
C 2.8156 0.0663 0.4280 0.32 0.08 -0.04 -0.26
O 1.5038 -0.4437 0.6141 -0.14 0.05 0.05 -0.52
C 0.5925 -0.1383 -0.3298 -0.04 0.18 -0.21 0.80
O 0.8590 0.1353 -1.4749 -0.09 -0.10 0.55 -0.59
C -0.7481 -0.0728 0.3429 -0.08 -0.02 0.02 -0.53
C -1.9605 -0.0684 -0.5564 0.34 -0.08 -0.26 -0.06
O -3.0568 0.1770 0.3063 -0.35 -0.02 -0.12 -0.72
H 2.7594 1.0830 0.0294 0.11 -0.13 0.02 0.19
H 3.2506 0.0731 1.4277 0.10 0.02 -0.19 0.19
H 3.4089 -0.5564 -0.2429 -0.08 0.02 0.01 0.19
H -0.8143 -0.8674 1.0901 -0.02 0.06 -0.09 0.24
H -0.7286 0.8700 0.9057 -0.05 -0.12 -0.02 0.24
H -1.8572 0.7109 -1.3243 -0.05 -0.11 0.13 0.17
H -2.0559 -1.0368 -1.0685 -0.03 0.14 0.07 0.16
H -3.8706 0.1134 -0.2042 0.05 0.04 0.07 0.47

Entry 4:
15
Properties=species:S:1:pos:R:3:forces:R:3:nbo_charge:R:1 method="wB97M-V/def2-TZVPD" spin_multiplicity=1 homo_lumo_gap_ev=10.92 smiles="C[C@@H](O)[C@@H](O)C=O" relative_energy_kcal_mol=35.89 total_energy_ha=-382.90762
C 0.4931 -1.4965 -0.6189 -0.02 -0.03 -0.02 -0.63
C 0.7278 -0.4414 0.4555 -0.24 -0.27 0.03 0.10
O 1.9426 0.1890 0.1496 0.05 0.21 0.07 -0.72
C -0.4224 0.6269 0.6076 -0.06 -0.09 -0.01 -0.04
O 0.1124 1.9231 0.6498 -0.13 0.12 -0.01 -0.72
C -1.5190 0.5752 -0.4360 -0.06 0.29 -0.18 0.42
O -1.8360 1.5624 -1.0613 0.19 -0.45 0.21 -0.53
H 1.3038 -2.2292 -0.5727 -0.11 0.11 -0.02 0.23
H -0.4532 -2.0334 -0.4928 0.13 0.07 0.04 0.20
H 0.5189 -1.0323 -1.6111 -0.07 -0.05 0.13 0.22
H 0.8039 -0.9503 1.4290 0.05 0.09 -0.12 0.16
H 1.8628 1.1057 0.4571 0.07 -0.07 -0.13 0.49
H -0.9362 0.4188 1.5602 0.02 -0.02 -0.09 0.19
H -0.3610 2.4282 -0.0376 0.12 -0.03 0.11 0.50
H -2.0567 -0.3820 -0.5596 0.06 0.12 -0.03 0.13

Entry 5:
15
Properties=species:S:1:pos:R:3:forces:R:3:nbo_charge:R:1 method="wB97M-V/def2-TZVPD" spin_multiplicity=1 homo_lumo_gap_ev=11.19 smiles="COC(=O)[C@@H](C)O" relative_energy_kcal_mol=19.20 total_energy_ha=-382.93423
C 2.5367 -0.2077 0.5490 0.28 -0.05 -0.04 -0.27
O 1.1856 0.2125 0.7474 -0.13 0.04 -0.05 -0.50
C 0.2828 -0.3420 -0.0666 0.05 -0.31 -0.23 0.77
O 0.5427 -1.1696 -0.9110 -0.08 0.36 0.38 -0.61
C -1.1298 0.1648 0.1995 -0.01 0.24 0.02 0.01
C -1.6802 0.8326 -1.0522 0.03 0.02 -0.05 -0.63
O -1.9302 -0.9253 0.6086 -0.09 -0.19 -0.25 -0.69
H 2.6308 -1.2889 0.6731 -0.06 0.13 -0.01 0.20
H 3.1218 0.3157 1.3051 -0.07 -0.08 -0.12 0.20
H 2.8717 0.0661 -0.4543 -0.02 -0.05 0.12 0.19
H -1.1087 0.8662 1.0378 0.01 -0.14 -0.09 0.20
H -1.1039 1.7294 -1.2978 -0.07 -0.07 -0.01 0.22
H -2.7256 1.1107 -0.8957 0.15 -0.02 0.02 0.22
H -1.6143 0.1381 -1.8969 -0.02 0.10 0.09 0.22
H -1.9991 -1.5181 -0.1553 0.02 0.01 0.23 0.47

Entry 6:
15
Properties=species:S:1:pos:R:3:forces:R:3:nbo_charge:R:1 method="wB97M-V/def2-TZVPD" spin_multiplicity=1 homo_lumo_gap_ev=10.19 smiles="CC(=O)O[C@H](C)O" relative_energy_kcal_mol=72.44 total_energy_ha=-382.84938
C 0.7034 -1.2963 -0.1755 -3.05 1.06 -2.25 0.48
C -0.5869 -0.4018 -1.2105 1.42 -1.94 -0.44 -0.81
C 0.2486 1.8919 0.6070 -0.61 0.14 -0.82 -0.72
C -0.1075 0.4597 0.8511 2.24 -0.93 3.06 0.84
O 1.2069 -0.3544 0.6381 -1.51 1.44 1.03 -0.60
O 0.0971 -2.3598 0.4173 0.09 -0.27 0.33 -0.71
O -0.9542 0.0075 1.5811 0.91 0.55 -1.48 -0.57
H -0.4557 -2.0326 1.1505 0.22 0.01 -0.22 0.50
H 1.3525 -1.6271 -0.9858 0.16 -0.04 0.31 0.18
H -0.9962 -1.3181 -1.6359 0.06 0.01 -0.33 0.23
H -1.4872 0.1660 -0.9684 0.37 0.16 0.65 0.23
H 0.0013 0.1206 -1.9671 -0.15 0.04 -0.03 0.20
H -0.6269 2.4078 0.2097 0.06 0.12 0.15 0.24
H 0.5225 2.3290 1.5695 -0.10 -0.17 0.00 0.26
H 1.0823 2.0075 -0.0810 -0.10 -0.17 0.04 0.25

Entry 7:
15
Properties=species:S:1:pos:R:3:forces:R:3:nbo_charge:R:1 method="wB97M-V/def2-TZVPD" spin_multiplicity=1 homo_lumo_gap_ev=9.56 relative_energy_kcal_mol=86.14 total_energy_ha=-382.82754
C -2.7613 0.0754 -0.5158 -0.20 0.00 -0.20 -0.26
O -1.8557 0.1315 0.5846 0.12 0.01 0.05 -0.51
C -0.5712 -0.1292 0.2863 0.20 -0.15 -0.22 0.80
O -0.1945 -0.3887 -0.8354 -0.16 0.11 0.43 -0.61
C 0.3111 -0.0839 1.5017 0.03 0.03 0.02 -0.74
C 2.6486 0.5532 -0.7850 0.18 -0.05 -0.34 0.08
O 3.5812 -0.2980 -1.1441 -0.10 0.10 0.26 -0.64
H -2.7896 -0.9324 -0.9385 0.01 0.14 0.04 0.19
H -3.7363 0.3443 -0.1085 0.13 -0.04 -0.08 0.19
H -2.4643 0.7802 -1.2969 -0.04 -0.11 0.11 0.19
H -0.1746 0.4286 2.3323 0.04 -0.07 -0.10 0.23
H 0.5375 -1.1132 1.7999 -0.04 0.13 -0.04 0.24
H 2.1328 0.7668 -1.7471 0.03 -0.01 0.14 0.08
H 1.2484 0.4043 1.2188 -0.16 -0.09 0.09 0.27
H 4.0879 -0.5389 -0.3524 -0.05 -0.01 -0.16 0.49

Entry 8:
15
Properties=species:S:1:pos:R:3:forces:R:3:nbo_charge:R:1 method="wB97M-V/def2-TZVPD" spin_multiplicity=1 homo_lumo_gap_ev=10.81 smiles="COC(=O)CCO" relative_energy_kcal_mol=89.03 total_energy_ha=-382.82295
C -2.7687 0.1588 -0.0515 -0.17 0.07 0.03 -0.26
O -1.4805 0.3273 0.5408 -0.09 -0.23 0.04 -0.50
C -0.4491 -0.0690 -0.2100 0.04 1.64 -0.38 0.67
O -0.4040 -0.1569 -1.4289 -1.13 0.75 0.03 -0.65
C 0.7731 -0.4750 0.4615 -0.53 -1.10 -0.49 -0.44
C 2.0092 0.2360 -0.2512 -0.45 -0.77 -0.26 -0.06
O 2.8458 0.8542 0.7177 -0.16 -0.47 -0.03 -0.71
H -3.0553 -0.8930 0.0408 -0.09 0.12 -0.09 0.18
H -3.4325 0.7838 0.5406 -0.09 -0.07 -0.13 0.20
H -2.7617 0.4618 -1.0969 -0.03 0.00 0.06 0.21
H 1.0100 -0.7362 1.4818 -0.77 0.88 0.54 0.24
H -0.0966 -1.4406 0.1918 3.63 -0.30 0.37 0.27
H 2.5721 -0.4182 -0.9127 0.08 -0.11 0.02 0.18
H 1.6010 1.0472 -0.8770 -0.01 -0.46 0.29 0.20
H 3.6373 0.3199 0.8531 -0.22 0.04 -0.01 0.47